A 2-piece molecular cluster, C10H11N5 overall in a non-equilibrium geometry, computed with ωB97M-V/def2-TZVPD.

HOMO (alpha / beta) ... -8.073 / -8.071 eV
Gap between HOMO and LUMO (alpha / beta) ... 7.538 / 7.536 eV
Energy ... -661.28952 Eh

The geometry in ORCA input format:
```
! wB97M-V def2-TZVPD RIJCOSX def2/J DEFGRID3
* xyz 0 1
N -0.59 -0.73 -3.84
N -0.85 -0.09 -2.71
N 0.63 -0.55 -4.06
N 0.06 2.62 -0.21
N 1.18 0.26 -3.15
C 0.47 1.36 -0.07
C -0.33 0.21 0.27
C 1.99 0.93 -0.03
C -1.72 0.07 0.20
C -2.26 -1.12 0.55
C 0.23 0.61 -2.29
C 0.53 -0.89 0.57
C -1.45 -2.22 0.78
C 1.90 -0.52 0.59
C -0.10 -2.14 0.63
H -0.93 2.83 -0.29
H -1.92 -3.22 0.93
H -2.23 0.89 -0.12
H 2.16 -0.41 1.69
H 2.37 0.92 -1.04
H 0.59 -2.92 0.71
H -3.35 -1.33 0.68
H 2.56 1.53 0.72
H -1.65 -0.04 -2.20
H 0.67 3.27 -0.72
H 2.65 -1.25 0.14
*
```

Results of the natural (NBO) charge analysis, in e, for atoms 1 through 4: atom 1 (N): -0.096, atom 2 (N): -0.426, atom 3 (N): -0.089, atom 4 (N): -0.753

***

One molecule with the formula C10H11NO in a non-equilibrium geometry, computed with ωB97M-V/def2-TZVPD.

SMILES string ... O=C1CCCN1c1ccccc1
HOMO ... -8.172 eV
Gap between HOMO and LUMO ... 8.892 eV
Energy ... -517.57898 Eh

The geometry in ORCA input format:
```
! wB97M-V def2-TZVPD RIJCOSX def2/J DEFGRID3
* xyz 0 1
O -1.34 2.33 -0.10
N -0.66 0.11 -0.12
C -1.59 1.12 -0.21
C 3.51 0.17 -0.08
C -2.71 -0.96 0.27
C -1.30 -1.21 -0.22
C -2.94 0.54 -0.08
C 2.76 -1.01 -0.13
C 2.84 1.37 0.20
C 0.69 0.19 0.03
C 1.41 -0.99 0.04
C 1.48 1.42 -0.03
H -2.71 -1.10 1.38
H -1.30 -1.48 -1.36
H -0.55 -1.86 0.43
H 4.60 0.19 -0.17
H -3.32 -1.74 -0.05
H -3.65 1.01 -0.93
H 3.17 2.34 0.35
H 0.87 -1.95 0.09
H -3.37 1.12 0.91
H 1.04 2.50 0.01
H 3.10 -2.11 -0.25
*
```

Results of the natural (NBO) charge analysis, in e, for atoms 1 through 4: atom 1 (O): -0.608, atom 2 (N): -0.430, atom 3 (C): 0.664, atom 4 (C): -0.234

***

One molecule with the formula C10H11NO3S in a non-equilibrium geometry, computed with ωB97M-V/def2-TZVPD.

SMILES string ... CO/C(c1ccccc1)=[N+](/[O-])OCC=S
HOMO (alpha / beta) ... -8.236 / -8.237 eV
Gap between HOMO and LUMO (alpha / beta) ... 8.090 / 8.090 eV
Energy ... -1066.07319 Eh

The geometry in ORCA input format:
```
! wB97M-V def2-TZVPD RIJCOSX def2/J DEFGRID3
* xyz 0 1
S -4.56 -0.40 -1.04
O -2.15 0.22 0.54
O -0.66 1.98 0.02
O -0.27 -1.54 0.48
N -0.78 0.76 0.18
C 1.49 -0.02 0.02
C -4.37 0.81 0.00
C -3.11 1.19 0.63
C 1.96 1.14 -0.60
C 3.75 -0.89 0.13
C -1.48 -2.26 0.01
C 3.35 1.26 -0.86
C 2.42 -0.99 0.42
C 4.27 0.26 -0.49
C 0.07 -0.25 0.26
H 4.41 -1.57 0.51
H 3.75 2.10 -1.25
H -1.90 -2.48 0.97
H 1.32 2.10 -0.92
H -5.18 1.29 0.32
H 5.18 0.21 -0.91
H 1.91 -1.97 0.72
H -1.00 -3.12 -0.39
H -2.79 2.20 0.09
H -2.18 -1.68 -0.42
H -3.44 1.65 1.60
*
```

Results of the natural (NBO) charge analysis, in e, for atoms 1 through 4: atom 1 (S): 0.026, atom 2 (O): -0.429, atom 3 (O): -0.472, atom 4 (O): -0.516

***

A 2-piece molecular cluster, C10H11NO3S2 overall in a non-equilibrium geometry, computed with ωB97M-V/def2-TZVPD.

HOMO ... -5.887 eV
Gap between HOMO and LUMO ... 2.607 eV
Energy ... -1464.27935 Eh

The geometry in ORCA input format:
```
! wB97M-V def2-TZVPD RIJCOSX def2/J DEFGRID3
* xyz 0 1
S 0.39 3.75 0.06
S -0.24 1.42 2.12
O 0.71 -0.83 -1.87
O 3.04 -2.13 -1.90
O 2.97 -4.29 -1.90
N 2.41 -3.19 -1.90
C 0.32 4.06 2.84
C 0.20 -1.95 -1.89
C -1.23 -2.08 -1.89
C 0.06 2.11 0.55
C -0.55 2.84 3.15
C -0.05 4.71 1.50
C 0.30 -4.38 -1.90
C -1.07 -4.46 -1.90
C -1.84 -3.30 -1.90
C 0.96 -3.17 -1.90
H 0.24 4.80 3.65
H -1.12 4.89 1.46
H -1.80 -1.17 -1.89
H -1.56 -5.42 -1.90
H 0.91 -5.28 -1.90
H 0.08 1.39 -0.25
H -0.41 2.52 4.19
H 1.37 3.76 2.82
H 0.44 5.68 1.40
H -2.92 -3.36 -1.90
H -1.60 3.09 3.05
*
```

Results of the natural (NBO) charge analysis, in e, for atoms 1 through 4: atom 1 (S): 0.541, atom 2 (S): 0.563, atom 3 (O): -0.719, atom 4 (O): -0.396

***

C10H11NPdS as an isolated structure in a non-equilibrium geometry, computed with ωB97M-V/def2-TZVPD.

HOMO (alpha / beta) ... -15.498 / -17.619 eV
Gap between HOMO and LUMO (alpha / beta) ... 6.463 / 5.265 eV
Energy ... -967.56082 Eh

The geometry in ORCA input format:
```
! wB97M-V def2-TZVPD RIJCOSX def2/J DEFGRID3
* xyz 2 5
Pd -0.24 -0.76 -0.74
S 2.41 2.11 1.15
N -0.40 -0.81 1.29
C -1.54 -1.24 1.82
C 2.86 2.14 -0.50
C 1.17 0.88 0.91
C -0.94 -0.20 3.90
C -0.74 -1.07 -4.90
C 0.33 0.22 1.86
C 0.08 0.46 3.24
C -1.83 -1.05 3.18
C 2.05 1.31 -1.26
C 1.10 0.62 -0.46
H -1.12 -0.08 4.98
H -2.67 -1.55 3.63
H -1.15 -1.41 -3.96
H 3.67 2.76 -0.85
H -0.42 -0.06 -4.69
H 0.09 -1.76 -5.06
H -1.63 -1.08 -5.51
H -2.23 -1.76 1.12
H 0.73 1.17 3.77
H -1.64 0.01 -0.63
H 2.08 1.15 -2.32
*
```

Results of the Mulliken charge analysis, in e, for atoms 1 through 4: atom 1 (Pd): -0.363, atom 2 (S): 0.120, atom 3 (N): -0.459, atom 4 (C): 0.102

***

A 2-piece molecular cluster, C10H11O3S overall in a non-equilibrium geometry, computed with ωB97M-V/def2-TZVPD.

HOMO (alpha / beta) ... -3.851 / -4.457 eV
Gap between HOMO and LUMO (alpha / beta) ... 7.254 / 7.547 eV
Energy ... -1011.46376 Eh

The geometry in ORCA input format:
```
! wB97M-V def2-TZVPD RIJCOSX def2/J DEFGRID3
* xyz -1 1
S 2.54 1.06 -0.06
O 2.77 1.74 1.20
O 2.12 1.93 -1.14
O 3.61 0.11 -0.48
C 1.24 -0.97 -1.78
C -0.26 0.67 0.41
C 1.14 -1.07 1.33
C 2.36 -1.80 1.43
C -1.37 -0.11 0.23
C -2.72 1.89 0.23
C -1.65 2.63 0.36
C 1.03 0.02 0.49
C -0.36 2.08 0.38
C -2.64 0.48 0.23
H 0.26 -1.47 1.95
H 3.21 -1.39 0.87
H -1.91 3.65 0.39
H 0.49 -1.71 -1.69
H -3.58 -0.11 0.07
H 2.31 -1.02 -1.35
H 2.58 -2.59 2.17
H -1.41 -1.17 0.18
H -3.60 2.48 0.13
H 1.13 -0.20 -2.58
H 0.51 2.69 0.17
*
```

Results of the natural (NBO) charge analysis, in e, for atoms 1 through 4: atom 1 (S): 2.395, atom 2 (O): -1.011, atom 3 (O): -1.009, atom 4 (O): -1.021

***

- Among the records above, which one has the highest energy?
  C10H11NO